[1]
Formula: C30H51MnN3O2P2
Source: the Open Molecules 2025 dataset
Level of theory: ωB97M-V/def2-TZVPD

Last column: Löwdin charge in e.
Positions of all 89 atoms, in Å:
1 C 1.1516 -5.4708 -0.1483  -0.060
2 C 0.5888 1.4141 4.7538  -0.126
3 H -2.4343 1.7768 -3.4613  0.080
4 H -0.3156 4.2110 6.3972  0.159
5 H 0.6754 1.1010 -5.3936  0.112
6 H 0.2641 -1.6298 1.2846  0.022
7 H 1.4786 3.7013 0.3716  0.059
8 H 0.5919 -5.7846 0.7451  0.099
9 H -2.1099 4.3573 0.4540  0.110
10 H 2.1416 -5.9505 -0.1033  0.122
11 H 0.6383 -5.8521 -1.0442  0.090
12 H -2.5562 5.0162 -1.7480  0.114
13 Mn 0.0089 0.1436 -0.8525  0.222
14 H 0.6746 -1.3169 3.9777  0.134
15 H 0.3781 2.5134 2.1453  0.126
16 C -1.5925 -2.9390 -3.0790  -0.086
17 C -1.5972 1.3990 -4.0525  -0.085
18 C 1.0712 0.6497 5.8253  0.140
19 H -0.9063 5.0859 -2.3895  0.082
20 H 1.0777 5.1652 -1.8145  0.088
21 H -1.8379 1.5977 -5.1022  0.118
22 C 2.0325 -3.5003 1.1340  -0.102
23 H 2.6972 4.7725 -2.4035  0.116
24 P -0.1842 -2.9868 -0.6424  1.230
25 H 1.6682 2.3521 -4.6261  0.099
26 C -1.5481 -3.9117 0.3253  -0.467
27 C 2.1585 3.1310 -0.2783  -0.098
28 C 0.5423 -0.5731 3.2229  0.047
29 H -2.1425 4.0685 -3.1818  0.087
30 H 3.1259 3.6537 -0.2907  0.111
31 H 1.4957 -4.5105 -2.8203  0.088
32 N 0.5199 0.8144 3.4811  0.016
33 C 0.0808 3.2347 6.2358  0.134
34 H 1.2996 -2.7711 -3.1556  0.076
35 H -1.6090 -1.8597 -2.8024  0.027
36 C 0.4266 3.0177 8.6303  -0.117
37 H -2.3869 -4.0175 2.2826  0.111
38 H 2.0450 -3.6925 -0.9830  0.094
39 C 1.3671 -3.9516 -0.1544  -0.505
40 C 0.8016 -3.7462 -3.1748  -0.080
41 H -1.7104 -2.4369 1.9177  0.066
42 H -3.0223 -4.2826 -1.2366  0.082
43 H 2.3103 2.3826 -2.2752  0.111
44 H 2.3239 -2.4494 1.1006  0.057
45 C 1.6628 -0.5376 -1.0796  -0.148
46 C -1.4127 3.2649 -1.2621  -0.484
47 H -0.3559 4.4869 0.2161  0.084
48 H 1.4735 -0.3462 5.6762  0.146
49 H -0.2078 0.0648 -2.4181  0.041
50 H -0.6416 -3.7884 2.3330  0.074
51 H -1.0760 2.9893 0.8920  0.039
52 H -3.6616 -4.1480 0.3995  0.111
53 H 2.9528 -4.0812 1.2588  0.114
54 H 2.3221 2.1447 0.1744  0.058
55 H -2.2681 2.5662 -1.2422  0.104
56 C -1.5503 -3.5084 1.7889  -0.097
57 H -1.5448 0.3048 -3.9347  0.065
58 C 1.0413 1.1922 7.1204  0.150
59 C 1.6544 4.4241 -2.3847  -0.060
60 C -0.4880 -3.7120 -2.3613  -0.493
61 C 0.3508 1.4297 2.2658  -0.058
62 P -0.0121 2.1672 -1.8156  1.085
63 C -1.7480 -0.2136 -0.7016  -0.112
64 C 1.6284 3.0433 -1.7139  -0.488
65 C 0.5201 2.4684 7.3124  -0.148
66 H 0.5501 -3.9828 -4.2106  0.109
67 C 0.9479 1.5379 -4.4138  -0.074
68 H -3.1619 -2.6857 -0.4559  0.064
69 H -0.8220 -4.7388 -2.1655  0.128
70 H -1.4288 -2.9795 -4.1551  0.105
71 C -0.2969 2.1036 -3.6900  -0.495
72 C -2.9237 -3.7429 -0.2935  -0.076
73 C -1.7622 4.4189 -2.2164  -0.056
74 O 2.7507 -0.9369 -1.2163  0.218
75 C -1.2105 3.7957 0.1599  -0.095
76 C 0.3374 -0.7176 1.8726  -0.133
77 H -0.2106 3.3046 4.0969  0.141
78 N 0.2311 0.5247 1.2679  0.023
79 H -0.3869 3.1491 -3.9928  0.104
80 H 1.3037 4.4114 -3.4229  0.086
81 H -0.2481 -0.8847 -2.3770  0.154
82 H 1.4128 -3.6766 2.0157  0.073
83 H 1.4741 0.7694 -3.8187  0.063
84 C 0.1341 2.7168 4.9275  0.146
85 O -2.9326 -0.3368 -0.5362  0.186
86 H -1.2415 -4.9634 0.2430  0.117
87 H -2.5852 -3.3279 -2.8628  0.082
88 H 1.4065 0.6082 7.9544  0.172
89 N 0.3407 3.4961 9.6946  0.275

Results
* spin multiplicity: 4
* HOMO level (spin up / spin down): -20.4 / -20.3 eV
* expectation value of S²: 3.85
* LUMO level (spin up / spin down): -14.1 / -15.7 eV
* gap between HOMO and LUMO (spin up / spin down): 6.25 / 4.58 eV
* net charge: +4



[2]
Formula: C30H51N16OP2
Source: the Open Molecules 2025 dataset
Level of theory: ωB97M-V/def2-TZVPD

Last column: Löwdin charge in e.
Positions of all 100 atoms, in Å:
1 C -0.7075 -1.3177 0.8121  -0.204
2 C 4.1089 -2.2605 3.3773  -0.171
3 H -8.1502 -3.2127 -10.7253  0.079
4 C -5.0781 0.3201 -10.9026  -0.252
5 N 7.3407 -6.0936 4.8408  0.109
6 H -5.7764 4.6745 4.2838  0.045
7 H 6.6014 -3.4106 3.1712  0.009
8 H -7.4611 -4.5668 -9.8014  0.075
9 N 1.2576 -6.5411 -2.6944  0.106
10 H -1.2861 -1.6235 2.8478  0.084
11 H -3.6879 -0.4350 -6.9324  0.080
12 H 2.3562 -3.4646 3.1622  0.090
13 N -1.2653 -1.2485 -8.9371  0.106
14 N 5.9674 -1.2934 0.0268  -0.136
15 C 0.7749 -3.8826 -2.8863  -0.089
16 N -2.5264 1.1258 3.9311  0.090
17 C -6.7032 4.1137 4.1537  -0.059
18 H 7.4193 -4.4904 2.0178  0.080
19 H 2.2273 0.9642 1.9803  0.143
20 H 2.0210 5.2987 0.4076  0.076
21 H -2.5248 -0.8483 1.8355  0.082
22 N 5.1016 -1.7460 2.9228  0.113
23 H 6.9249 -0.9021 0.0836  0.014
24 C 7.3898 -5.1990 4.0348  -0.239
25 H -2.7886 4.7707 4.7075  0.071
26 N 8.2359 0.3349 1.7406  0.092
27 C -3.6795 -0.0629 -11.3005  -0.093
28 H 8.0583 2.2112 4.3851  0.086
29 H -6.5747 -2.6039 8.0454  0.084
30 C -4.7635 -0.0269 4.9349  -0.087
31 C 2.8738 -2.9044 3.9435  -0.031
32 P 4.8979 0.0262 -0.5198  0.837
33 C 2.4308 0.9764 0.8369  -0.215
34 C -4.9353 -2.8894 6.7040  -0.211
35 H -2.2725 0.4914 -6.3867  0.040
36 H 5.5451 2.8474 -1.0317  -0.001
37 C -6.0280 -3.4087 -10.8845  -0.231
38 C 3.0723 5.3162 0.1144  -0.095
39 H 4.8661 -0.0537 -1.9648  0.042
40 C -7.3088 -3.5298 -10.1064  -0.072
41 H -1.0587 0.6404 -1.5132  0.045
42 H -3.4341 -1.0456 -10.8938  0.040
43 C 7.4511 -4.0821 3.0299  -0.084
44 H 0.9693 -3.3996 -1.9268  0.030
45 C 3.1696 -0.3088 0.1736  -0.263
46 N -6.8170 2.0829 5.9434  0.106
47 C -5.5426 -2.9582 8.0778  -0.054
48 C 8.1318 0.6861 2.8895  -0.204
49 H 3.2733 -1.1496 0.9623  0.077
50 C -1.4557 -0.8997 2.0483  -0.085
51 C 3.5678 6.7352 0.0656  -0.241
52 C -2.6192 -0.4894 -6.7161  -0.086
53 C -1.8628 1.6041 -3.2510  -0.212
54 O 1.9994 1.9979 0.1622  -0.044
55 H -0.2667 -3.7127 -3.1652  0.077
56 C 1.0424 -5.3585 -2.7798  -0.242
57 N -5.0019 -3.3116 -11.5090  0.111
58 H -1.1112 0.0818 2.3775  0.039
59 P 5.7766 1.9364 0.0572  0.585
60 C -3.5229 0.6127 4.3782  -0.199
61 C -3.6032 5.7284 2.9784  -0.243
62 H -2.7399 6.5480 4.7540  0.080
63 H -1.6007 5.6539 3.7224  0.076
64 H 2.2033 -2.1379 4.3375  0.086
65 H 8.8084 0.6889 4.9165  0.089
66 C -1.8681 -0.9107 -7.9491  -0.236
67 H -4.4980 -0.7158 5.7341  0.020
68 N -4.3893 5.7766 2.0603  0.113
69 H -5.4316 0.7426 5.3329  0.006
70 H -1.0131 2.4159 -1.4662  0.080
71 H -7.5492 4.7876 4.3020  0.086
72 H 7.0431 0.7908 4.7252  0.081
73 H -5.2825 -0.5776 4.1481  0.084
74 H -4.9724 -2.3327 8.7673  0.081
75 H 5.6211 -1.5841 0.9637  -0.021
76 N -6.1993 0.6271 -10.5820  0.087
77 H 2.5337 -0.7372 -0.6993  0.101
78 N 3.9656 7.8722 0.0264  0.108
79 C -2.6192 5.6717 4.1144  -0.070
80 N -0.1011 -1.6605 -0.1816  0.111
81 C -0.8890 1.5408 -2.1071  -0.076
82 H -3.5988 -0.0977 -12.3886  0.078
83 H 6.0232 2.6570 2.0524  -0.030
84 C 8.0019 1.1226 4.3222  -0.048
85 H -6.7384 3.7157 3.1379  0.083
86 H 3.1483 -3.5873 4.7500  0.095
87 H -2.9689 0.6702 -10.9141  0.069
88 H 8.3770 -3.5177 3.1572  0.077
89 N 5.1973 2.5564 1.4237  -0.322
90 H 3.6530 4.7443 0.8416  0.043
91 H 1.4233 -3.4412 -3.6458  0.073
92 H 7.2187 1.7923 0.1990  -0.004
93 H 3.1758 4.8512 -0.8680  0.067
94 N -4.4492 -2.8343 5.6017  0.110
95 C -6.7664 2.9871 5.1472  -0.199
96 H 0.1334 1.5220 -2.4891  0.070
97 H -2.4543 -1.2128 -5.9154  0.070
98 H -5.5304 -3.9887 8.4377  0.082
99 N -2.6423 1.6548 -4.1688  0.123
100 H -7.2632 -2.8990 -9.2167  0.075

Results
* spin multiplicity: 1
* energy above the lowest of the compared OMol25 structures with the same formula, charge and spin: 449.2 kJ/mol
* HOMO level: -12.0 eV
* LUMO level: -4.2 eV
* gap between HOMO and LUMO: 7.80 eV
* net charge: +1